C26H63ClN4O10S | the ωB97M-V functional and the def2-TZVPD basis

```
105
Properties=species:S:1:pos:R:3
C 1.9746 0.0823 0.6141
C 2.2630 0.3179 -0.8703
O 2.4946 1.6947 -1.1802
C 1.5005 2.2787 -1.9886
C 0.2458 2.6573 -1.1683
C -1.1741 2.3151 -1.6548
C -2.1818 3.1540 -0.8567
C -3.3090 2.4401 -0.1251
O -4.3954 2.1845 -0.9816
C -5.0255 0.9242 -0.7932
C -5.9835 0.6793 -1.9435
O -1.3944 0.8794 -1.4012
S -1.5113 0.0111 -2.7112
O -2.8706 -0.2390 -3.0269
O -0.5674 -1.0481 -2.6523
O -0.9271 1.1317 -3.6981
C -1.2586 2.4198 -3.2122
Cl -2.8094 2.9639 -3.8743
H 2.2436 0.9805 1.1739
H 2.5614 -0.7553 0.9832
H 0.9181 -0.1283 0.7813
H 3.1423 -0.2479 -1.1898
H 1.4272 -0.0433 -1.4725
H 1.9537 3.1847 -2.3968
H 1.2613 1.6220 -2.8317
H 0.3476 2.1728 -0.1942
H 0.2524 3.7333 -0.9853
H -1.6217 3.7237 -0.1180
H -2.6311 3.8899 -1.5200
H -3.6360 3.1094 0.6824
H -2.9571 1.5161 0.3458
H -5.5654 0.9181 0.1602
H -4.2752 0.1299 -0.7389
H -6.9518 1.1489 -1.7703
H -6.1225 -0.3894 -2.0999
H -5.5584 1.0902 -2.8598
H -0.5061 3.1002 -3.5973
C 5.3735 -2.7554 -0.7689
C 5.9498 -2.0769 0.4704
C 7.2608 -2.6930 0.9710
O 7.1193 -3.9402 1.6232
C 7.0535 -5.0704 0.7773
N 4.9153 -2.0278 1.5049
H 4.8770 -3.6927 -0.5137
H 4.6267 -2.1112 -1.2323
H 6.1485 -2.9686 -1.5074
H 6.1873 -1.0421 0.2019
H 7.6878 -2.0244 1.7226
H 7.9850 -2.7791 0.1493
H 7.7092 -4.9523 -0.0918
H 6.0381 -5.2679 0.4244
H 7.3912 -5.9283 1.3577
H 5.2240 -1.4537 2.2832
H 4.8119 -2.9633 1.8897
C -3.4514 -1.7433 1.8934
C -4.8072 -1.5728 2.5743
C -5.1054 -2.6166 3.6559
O -5.4344 -3.9024 3.1699
C -4.3399 -4.7277 2.8297
N -5.8426 -1.5046 1.5427
H -3.4803 -2.5426 1.1521
H -3.1814 -0.8286 1.3654
H -2.6622 -1.9693 2.6133
H -4.7990 -0.6058 3.0889
H -5.9861 -2.2891 4.2138
H -4.2674 -2.6854 4.3635
H -3.4970 -4.5692 3.5110
H -3.9981 -4.5606 1.8051
H -4.6742 -5.7610 2.9175
H -6.7349 -1.2459 1.9521
H -5.9830 -2.4386 1.1673
C 0.5973 6.4182 -2.7158
C -0.7399 7.0630 -2.3625
C -0.7054 8.5933 -2.2998
O -0.0597 9.1239 -1.1605
C 1.3471 9.2314 -1.2474
N -1.2474 6.4555 -1.1290
H 1.2696 6.3993 -1.8570
H 0.4410 5.3844 -3.0275
H 1.0963 6.9456 -3.5303
H -1.4483 6.8116 -3.1591
H -1.7351 8.9539 -2.2415
H -0.2579 9.0063 -3.2141
H 1.6601 9.5078 -2.2597
H 1.8533 8.3051 -0.9642
H 1.6543 10.0169 -0.5585
H -2.2019 6.7609 -0.9635
H -0.7133 6.8311 -0.3489
C 0.9632 -4.2203 3.0760
C 0.5414 -4.2192 1.6093
C 0.5407 -5.6054 0.9548
O 1.8246 -6.1256 0.6639
C 2.4861 -6.7597 1.7379
N 1.3531 -3.2455 0.8827
H 2.0462 -4.3009 3.1754
H 0.6666 -3.2829 3.5465
H 0.5054 -5.0447 3.6268
H -0.4949 -3.8689 1.5652
H 0.0389 -5.5255 -0.0124
H -0.0224 -6.3237 1.5676
H 1.7797 -7.3068 2.3714
H 3.0386 -6.0528 2.3630
H 3.1940 -7.4688 1.3095
H 0.9795 -3.1135 -0.0533
H 2.2825 -3.6358 0.7501
```

Computed properties:
Total energy   -2858.115550 Ha
SMILES   CCOCCC1(CCOCC)OS(=O)(=O)O[C@H]1Cl.COC[C@@H](C)N.COC[C@@H](C)N.COC[C@@H](C)N.COC[C@@H](C)N
M   659.3 g mol⁻¹
HOMO level   -9.0 eV
Orbital gap   9.6 eV